[1]
The following is a quantum chemistry calculation of a structure of composition C12H16BBa2Br8O8 at a distorted geometry, from the OMol25 dataset.

XYZ file:
```
47
Properties=species:S:1:pos:R:3:forces:R:3
Ba 5.26651 -0.49390 4.57921 -0.618 -0.602 -0.579
Ba -1.63052 5.24811 0.92152 -0.126 -0.280 -0.046
Br -6.53155 1.17565 3.74308 0.386 -0.187 -0.890
Br 5.48202 -4.96603 -1.69261 0.216 1.355 1.022
Br 6.62558 -1.98366 1.88183 0.593 -0.004 -0.038
Br -1.75991 -1.35603 -3.28751 0.406 -0.030 0.117
Br -4.34740 -0.42705 -5.24956 0.041 0.351 0.711
Br -6.31205 1.39540 -0.94700 0.003 0.394 1.177
Br 1.11825 3.04825 -2.22907 0.171 -0.578 0.028
Br 4.26846 -0.26620 -2.68550 0.121 0.549 -0.347
O 1.93651 0.16276 1.51637 0.704 0.129 -0.605
O -0.03903 1.71204 1.99353 3.282 0.064 0.876
O 0.64277 -0.03563 3.46755 3.635 -1.008 1.243
O -1.83823 2.58567 1.14642 -1.655 2.834 -0.794
O 2.47540 -0.71393 4.76262 0.091 0.351 -0.258
O 3.78814 -0.83830 2.32221 2.822 -0.426 -0.225
O -0.39924 -0.48042 1.32960 2.773 -1.004 0.529
O -2.54381 -0.21961 0.76987 2.754 1.359 -0.217
C -4.20821 0.03610 -3.30653 0.316 1.842 -1.304
C 2.69390 -0.39466 2.40412 -3.179 1.086 0.072
C -1.40979 0.21641 0.98604 -5.254 -0.763 -0.175
C -5.85804 0.95572 1.88186 1.011 -0.389 0.383
C 2.15448 1.34223 -2.10770 -1.151 0.166 0.707
C -3.53587 -1.06220 -2.58158 -0.808 -1.083 -0.255
C 6.31957 -3.38958 -0.66844 0.939 -1.668 -1.064
C 3.45614 1.52564 -2.77621 0.425 0.500 0.143
C 5.66244 -3.17613 0.63617 -2.428 -0.268 0.141
C -1.10980 1.67299 1.31716 -0.755 -1.958 -0.458
C -6.62382 1.85541 0.98488 -1.126 0.388 -0.768
C 1.93325 -0.41712 3.71274 -3.043 0.642 0.229
B 0.57540 0.36388 2.04545 -1.720 -0.529 -0.068
H 4.09070 2.24086 -2.25284 0.128 -0.300 0.011
H 7.31268 -3.81759 -0.53193 0.102 0.555 -0.258
H -3.60677 0.93974 -3.20743 -0.036 0.141 -0.458
H 4.70076 -2.69913 0.44713 0.067 0.310 0.320
H -4.79222 1.18406 1.87861 -0.081 0.366 0.260
H -3.38413 -0.94490 -1.50859 -0.469 0.114 -0.154
H -5.85020 -0.08956 1.57294 -0.745 0.002 0.313
H -6.43379 2.91844 1.13310 0.438 -0.162 -0.198
H 6.26318 -2.54696 -1.35756 0.202 -0.140 0.253
H -7.70150 1.76635 1.12191 0.106 -0.350 -0.139
H -5.23346 0.34354 -3.10053 0.181 -0.781 0.513
H 5.41949 -4.07382 1.20469 0.591 -0.012 -0.075
H 2.22124 1.15919 -1.03526 0.118 -0.066 -0.195
H 1.60380 0.53063 -2.58325 -0.364 0.386 0.044
H -4.14092 -1.91856 -2.87935 0.479 -0.582 0.753
H 3.27961 1.93189 -3.77215 0.453 -0.714 -0.278
```
Forces are in eV/Å.

For the LUMO energy (alpha / beta), the calculation gives -7.253 / -7.259 eV. As for the expectation value of S²: 0.75. As for the HOMO energy (alpha / beta): -9.6 / -12.5 eV. For the energy, the calculation gives -591477.6182 eV. The spin multiplicity is 2. Its total charge is +2. The largest force on an atom is 5.31 eV/A.

natural (NBO) atomic charge list, values in e, 5 entries:
1 Ba 1.927
2 Ba 1.005
3 Br -0.008
4 Br 0.027
5 Br -0.121



[2]
The following is a quantum chemistry calculation of a structure of composition C12H16ClCuN4O7P3S at a distorted geometry, from the OMol25 dataset.

XYZ file:
```
45
Properties=species:S:1:pos:R:3:forces:R:3
Cu 0.86942 -0.70169 3.09578 -0.021 -0.945 -0.340
Cl -0.23811 -3.11184 3.47291 -0.552 0.814 -0.390
S -3.61870 2.88194 -2.11023 0.062 -0.331 0.613
P -0.16232 -3.30040 1.34355 1.956 -0.982 -1.667
P -3.59193 -2.38472 1.07326 2.192 -1.002 -0.770
P -1.82948 2.59028 -1.47674 0.180 2.381 -1.600
O 4.16027 -1.68159 0.97290 -0.035 0.500 -1.298
O -3.16600 -3.21710 2.42120 -0.829 1.298 -1.405
O -1.30174 3.81440 -0.47497 0.050 -1.923 -1.371
O -0.83142 2.69589 -2.81609 -0.262 -0.334 1.883
O -1.21279 -4.52135 0.83206 0.025 2.031 0.544
O 3.69412 -1.97914 2.97643 0.540 0.611 0.341
O 2.11928 3.74636 0.32946 -0.301 -0.174 -0.483
N 4.22955 -1.19854 2.27564 -1.018 -0.743 0.289
N -3.90437 0.44237 -0.21563 1.418 0.208 1.620
N 0.84694 1.45419 -0.92560 1.354 -1.977 1.162
N 1.61190 -1.16398 0.36429 -0.193 3.646 -1.177
C 3.19833 2.07555 -1.26228 -0.706 -0.476 -0.226
C -2.20156 -1.26799 0.50470 2.314 1.519 -0.712
C -3.88043 -3.54422 -0.37690 -1.344 0.406 0.109
C 2.11542 1.07902 -0.73136 -0.613 0.340 -0.421
C -2.55145 0.06277 -0.12079 0.602 -0.160 -0.067
C -0.76150 -1.64094 0.61744 -2.584 1.315 0.536
C -1.50958 0.97230 -0.64109 1.151 -2.651 1.382
C 3.98612 -0.59008 0.07755 -0.600 1.714 -0.161
C 0.30628 -0.71981 0.15449 -2.895 -1.186 0.711
C 2.94624 3.58348 -0.81735 1.185 -0.362 0.139
C -0.09937 0.54714 -0.46690 -1.080 0.244 -0.186
C 2.45895 -0.23008 -0.08115 1.420 -0.931 0.199
H -1.25041 3.28647 -3.47066 -0.175 -0.389 0.259
H -4.99642 -3.58668 -0.52689 1.007 -0.176 0.200
H -3.49509 -4.57266 -0.19538 -0.195 0.854 0.093
H 4.47313 0.34313 0.47562 -0.149 -1.004 -0.174
H 3.95831 4.00995 -0.57106 -0.873 -0.296 -0.517
H -3.94231 1.42481 0.09649 -0.548 -0.179 -1.054
H 4.41306 -0.76127 -0.93826 -0.156 -0.374 0.898
H 2.33762 3.10755 1.02346 0.249 0.368 -0.324
H 4.23859 1.76352 -1.02430 -0.849 0.131 -0.081
H -0.70388 4.37913 -1.00794 -0.154 -0.234 0.534
H -3.24000 -2.65630 3.22248 0.112 -0.358 -0.186
H -3.47719 -3.05516 -1.29979 -0.061 -0.358 0.948
H -4.51104 -0.04699 0.44397 0.135 -0.121 -0.300
H 2.53340 4.13198 -1.69558 -0.007 -0.264 1.066
H 3.09035 2.04332 -2.38366 0.196 -0.074 1.021
H -1.11021 -4.50304 -0.14306 0.054 -0.374 0.368
```
Forces are in eV/Å.

For the LUMO energy (alpha / beta), the calculation gives -8.166 / -10.130 eV. As for the expectation value of S²: 0.76. As for the HOMO energy (alpha / beta): -13.9 / -13.9 eV. For the energy, the calculation gives -128839.4851 eV. The spin multiplicity is 2. Its total charge is +2. The largest force on an atom is 3.84 eV/A.

natural (NBO) atomic charge list, values in e, 5 entries:
1 Cu 0.939
2 Cl -0.328
3 S -0.491
4 P 1.166
5 P 1.567



[3]
The following is a quantum chemistry calculation of a structure of composition C12H16ClIN2O2OsP at a distorted geometry, from the OMol25 dataset.

XYZ file:
```
36
Properties=species:S:1:pos:R:3:forces:R:3
Os 0.42478 -0.09730 -0.09217 -2.268 -3.950 -3.897
I -3.17097 2.16839 -1.36047 0.411 -0.008 -0.058
Cl -1.54950 -1.21192 -0.73055 0.800 0.876 0.102
P -0.41388 0.05422 1.92118 -1.626 0.610 5.763
O -2.89516 5.06046 -1.75620 -1.461 -2.814 0.066
O 2.82724 1.58663 0.62119 -4.185 -3.183 -1.315
N 5.83043 -4.33952 -2.98129 -2.068 1.390 1.023
N 1.68324 -1.54014 -0.96798 -0.318 -0.188 -0.175
C 3.28342 -3.29040 -0.72528 -0.400 0.195 0.942
C 1.90177 0.91505 0.34312 6.995 5.629 2.205
C 1.97568 -1.44359 -2.27230 0.643 -0.109 -0.598
C -0.97296 -1.54493 2.63684 0.033 -0.205 -1.055
C 2.25345 -2.49908 -0.21593 0.698 -0.268 -0.028
C 0.73431 0.61990 3.24226 0.229 0.078 -0.868
C 4.90917 -3.75955 -2.54794 1.067 -1.024 -0.676
C -3.73803 4.20569 -1.85921 0.463 2.864 -0.390
C -5.16590 4.35518 -2.31051 -0.199 0.624 -0.118
C -1.80846 1.22576 2.07858 -0.140 0.114 -0.793
C 3.72748 -3.07822 -2.03215 0.471 -0.338 -0.244
C 2.99974 -2.20023 -2.83783 -0.561 0.727 -0.260
H -1.40659 -1.38514 3.63557 0.215 0.187 -0.321
H 0.21182 0.65355 4.20579 0.023 -0.057 -0.265
H -5.84175 3.99535 -1.52789 0.200 -0.105 0.011
H -5.36267 5.41785 -2.51379 0.138 -0.295 0.073
H 1.12127 1.61392 2.99027 -0.047 -0.114 0.231
H -0.10646 -2.21590 2.71371 -0.237 0.105 0.094
H 3.23445 -2.06472 -3.89025 0.023 -0.048 0.178
H 3.75364 -4.02671 -0.07500 -0.081 0.152 -0.196
H -1.45001 2.22878 1.80411 -0.107 -0.214 0.215
H -5.32325 3.76897 -3.22251 0.171 -0.090 0.115
H 1.57484 -0.08104 3.30082 -0.093 0.129 0.138
H -1.70996 -1.99518 1.96067 0.106 -0.014 0.356
H 1.87753 -2.56298 0.80575 0.350 -0.278 -0.151
H 1.38336 -0.70759 -2.81694 0.362 -0.263 -0.247
H -2.59724 0.94179 1.36618 0.146 0.026 0.453
H -2.19483 1.23264 3.11014 0.247 -0.142 -0.308
```
Forces are in eV/Å.

For the LUMO energy (alpha / beta), the calculation gives -11.139 / -14.211 eV. As for the expectation value of S²: 6.05. As for the HOMO energy (alpha / beta): -19.1 / -19.0 eV. For the energy, the calculation gives -52125.1042 eV. The spin multiplicity is 5. Its total charge is +3. The largest force on an atom is 9.25 eV/A.

natural (NBO) atomic charge list, values in e, 5 entries:
1 Os 0.900
2 I 0.446
3 Cl -0.333
4 P 1.131
5 O -0.154



[4]
The following is a quantum chemistry calculation of a structure of composition C12H16F2N3O5Os, from the OMol25 dataset.

XYZ file:
```
39
Properties=species:S:1:pos:R:3:forces:R:3
Os 0.82638 -1.37445 -1.61042 0.086 0.164 -0.037
F 0.15975 -3.89992 -0.90833 0.003 0.017 0.005
F 2.26036 -3.47271 -0.34727 0.024 -0.025 0.013
O -0.80413 -1.27410 -2.57459 0.191 -0.162 0.159
O -2.76576 -0.18338 -2.80666 0.011 -0.011 -0.003
O -0.24471 4.64127 -2.37532 -0.005 -0.003 -0.006
O 2.54636 -0.51017 -1.68072 -0.221 -0.158 0.067
O 3.69638 1.29840 -0.98149 -0.007 -0.016 0.023
N 0.53506 -1.34907 0.40363 -0.153 0.052 -0.020
N 0.40653 0.70719 -1.81246 0.043 0.005 -0.069
N -0.21715 -0.23931 0.92153 0.031 -0.093 -0.075
C 1.40179 1.56253 -1.64829 -0.095 0.035 0.002
C -1.35263 0.83678 2.71465 0.025 0.016 0.008
C 1.35932 -3.36055 -1.38174 -0.072 0.084 -0.004
C 2.68252 0.81726 -1.36664 0.101 0.022 -0.117
C -0.07469 3.33047 -2.21593 0.001 0.037 0.004
C -0.70517 -0.48213 2.31088 -0.018 0.025 0.056
C 0.43593 -0.83788 3.26445 0.023 0.015 -0.056
C -0.78726 1.06807 -2.23914 0.036 0.087 0.007
C -1.09084 2.39260 -2.45573 -0.025 -0.011 0.016
C -1.61190 -0.15016 -2.54969 -0.029 0.011 -0.031
C 1.20914 2.91059 -1.82588 0.005 -0.009 0.032
C -1.75383 -1.59076 2.26913 0.003 0.023 0.016
H 2.00950 3.62671 -1.70277 0.007 -0.008 0.002
H 1.21025 -0.06638 3.25608 0.004 -0.008 0.008
H 0.41021 0.56062 0.91279 -0.010 0.010 0.048
H 1.70076 -3.99531 -2.19893 0.016 0.021 -0.008
H -0.00550 -2.19123 0.62684 0.021 -0.027 -0.031
H 0.89284 -1.80163 3.02354 0.009 0.001 0.024
H -2.22023 -1.67991 3.24962 0.007 -0.015 0.000
H -2.06705 2.68435 -2.82146 -0.005 -0.012 0.002
H -1.76250 0.75424 3.72012 -0.005 0.000 -0.001
H -0.62117 1.64890 2.72258 -0.001 -0.003 0.001
H -1.13662 4.86118 -2.67385 0.003 -0.004 0.003
H -2.53215 -1.36463 1.54046 0.008 0.004 -0.013
H 0.06422 -0.91939 4.28479 -0.023 0.000 0.000
H -2.15995 1.09708 2.03044 -0.004 -0.006 -0.001
H 1.43748 -1.47947 0.87895 0.017 -0.057 -0.023
H -1.33156 -2.57571 2.04680 -0.003 -0.002 0.000
```
Forces are in eV/Å.

For the LUMO energy, the calculation gives -5.338 eV. As for the HOMO energy: -13.4 eV. For the energy, the calculation gives -35306.1081 eV. Its total charge is +1. The largest force on an atom is 0.30 eV/A. The energy above the lowest of the compared OMol25 structures with the same formula, charge and spin comes out at 86.5 kJ/mol.

natural (NBO) atomic charge list, values in e, 5 entries:
1 Os 1.466
2 F -0.366
3 F -0.358
4 O -0.608
5 O -0.455



[5]
The following is a quantum chemistry calculation of the molecule C12H16N2 at a distorted geometry, from the OMol25 dataset.

XYZ file:
```
30
Properties=species:S:1:pos:R:3:forces:R:3
N -2.05706 -0.93955 1.40184 2.486 0.744 -0.689
N 1.22981 1.90099 -1.36076 -1.056 -0.002 0.609
C 0.91588 -2.41963 0.71823 1.630 0.117 -1.057
C 0.70124 0.80411 -0.61739 -1.173 0.044 -0.670
C 1.26660 -0.41403 -0.30479 1.643 -0.194 -0.583
C 2.13472 1.69026 -2.50940 -0.058 -3.002 0.896
C -0.87260 -0.50465 0.74940 -2.102 2.726 -2.344
C -0.75015 0.65615 -0.07516 3.261 -2.725 2.204
C 0.36672 -1.21349 0.47114 0.465 -0.711 0.814
C 0.50839 3.19001 -1.45661 0.196 1.301 2.238
C -1.89936 -1.95510 2.40137 0.184 -0.964 1.205
C -3.29331 -0.18383 1.40009 0.127 0.091 -0.208
C 2.50781 -1.23249 -0.52942 -2.928 0.931 1.117
C 2.26083 -2.44113 0.04050 0.980 -0.686 0.416
H 2.55395 2.55888 -2.93102 -0.198 1.603 -0.214
H -3.33759 0.78321 1.93474 0.442 -0.537 0.428
H -4.12725 -0.83067 1.67889 0.240 0.035 0.382
H -3.52105 0.09300 0.40231 -0.121 0.238 -1.264
H 3.05273 -3.24541 0.07374 -1.339 0.803 0.135
H -2.50426 -1.65730 3.29614 0.350 -0.548 -0.667
H -0.32202 3.21697 -2.17591 0.623 0.044 -0.426
H -2.22364 -2.96569 2.01357 0.234 0.876 0.578
H -1.51166 1.26273 -0.27596 -2.791 2.758 -0.688
H 3.09084 1.17238 -2.14325 -1.627 0.006 -0.731
H 0.50550 -3.21661 1.28292 -0.246 -0.629 0.334
H 3.36019 -0.76176 -0.92301 1.152 -0.227 -0.660
H 1.53711 1.13962 -3.32170 1.332 0.420 0.996
H -0.01846 3.49163 -0.48234 0.833 -0.971 -1.022
H -0.83627 -2.04079 2.77825 -1.121 0.156 -0.625
H 1.28234 4.06220 -1.53640 -1.419 -1.698 -0.504
```
Forces are in eV/Å.

For the LUMO energy, the calculation gives 0.000 eV. As for the HOMO energy: -6.6 eV. For the energy, the calculation gives -15679.6187 eV. As for the SMILES: CN(C)C1=CC(N(C)C)=C2C=CC=C12. The largest force on an atom is 4.79 eV/A. The energy above the lowest of the compared OMol25 structures with the same formula, charge and spin comes out at 432.2 kJ/mol.

natural (NBO) atomic charge list, values in e, 5 entries:
1 N -0.410
2 N -0.433
3 C -0.182
4 C 0.335
5 C -0.255



[6]
The following is a quantum chemistry calculation of a cluster of 2 separate species, C12H16N2 in total at a distorted geometry, from the OMol25 dataset.

XYZ file:
```
30
Properties=species:S:1:pos:R:3:forces:R:3
N -1.79666 -1.68940 -1.15444 0.027 -0.244 -0.004
N -3.09573 -0.42618 0.16407 -0.293 0.233 -0.358
C 0.46475 -0.81268 -2.89382 -0.631 -0.125 -0.323
C 2.51335 0.02805 1.91012 -0.616 -0.921 0.578
C -2.70413 -1.69986 -0.20505 -0.266 -0.165 -0.149
C 0.08038 1.20337 1.31116 -0.043 -0.401 0.888
C 2.40049 0.79570 0.77276 0.027 0.188 -0.527
C 3.51613 0.92491 -0.22772 0.203 0.705 -0.260
C -1.59210 -0.40672 -1.45965 0.319 0.461 0.296
C 1.19402 1.47927 0.54449 0.111 0.470 0.379
C -0.56225 0.15843 -2.32320 0.667 0.419 -0.341
C 1.40771 -0.19522 2.74606 0.709 0.231 -0.245
C -2.44300 0.41740 -0.63036 0.034 0.043 0.235
C 0.19057 0.34324 2.41007 -0.682 -0.315 -0.407
H -2.51613 1.49084 -0.57570 -0.152 0.017 -0.032
H -1.01704 0.82860 -3.07134 -0.130 -0.327 -0.017
H 1.19121 2.36848 -0.08046 -0.059 -0.440 -0.587
H 3.16032 1.45081 -1.11145 -0.086 0.237 -0.010
H -0.01622 -1.68752 -3.33347 0.020 -0.115 0.292
H -0.01441 0.88510 -1.69445 -0.205 -0.070 0.058
H 3.40496 -0.53481 2.15715 0.262 0.289 -0.204
H -3.86763 -0.17438 0.76836 0.147 -0.144 0.164
H 3.90829 -0.00482 -0.63404 -0.033 -0.311 0.470
H -3.17723 -2.57916 0.20176 0.108 -0.060 0.155
H 1.00038 -0.36022 -3.72108 0.262 0.259 0.158
H -0.89063 1.66739 1.18710 0.169 0.380 -0.278
H 1.54562 -0.77406 3.64861 -0.143 -0.163 -0.061
H -0.70987 0.04144 2.93704 0.143 0.281 0.256
H 4.35037 1.51370 0.16582 -0.007 -0.194 0.013
H 1.14286 -1.10118 -2.09575 0.139 -0.217 -0.138
```
Forces are in eV/Å.

For the LUMO energy (alpha / beta), the calculation gives -3.568 / -7.329 eV. As for the expectation value of S²: 0.76. As for the HOMO energy (alpha / beta): -12.0 / -12.0 eV. For the energy, the calculation gives -15675.6219 eV. The spin multiplicity is 2. Its total charge is +1. The largest force on an atom is 1.25 eV/A. The energy above the lowest of the compared OMol25 structures with the same formula, charge and spin comes out at 0.0 kJ/mol.

natural (NBO) atomic charge list, values in e, 5 entries:
1 N -0.430
2 N -0.514
3 C -0.608
4 C -0.186
5 C 0.344



Question: Among the records above, which one has the highest energy?
Answer: number 6



Question: Which formula does entry 4 have?
Answer: C12H16F2N3O5Os



Question: Among the records above, which one has the highest energy?
Answer: number 6



Question: Among the records above, which one has the lowest energy?
Answer: C12H16BBa2Br8O8